[1]
The following is a quantum chemistry calculation of C51H62GeN6PSb2SeTi as an isolated structure, from OMol25.

Geometry (Å):
Ti (-0.386, -0.145, -1.353)
C (1.914, -4.093, 1.905)
N (1.812, -2.773, 1.260)
C (2.454, -1.648, 1.703)
C (2.130, -0.649, 0.840)
N (1.282, -1.145, -0.121)
C (1.104, -2.440, 0.165)
P (0.340, -3.654, -0.939)
C (0.779, -2.819, -2.501)
N (0.400, -1.582, -2.822)
C (0.729, -1.392, -4.146)
C (1.318, -2.519, -4.616)
N (1.342, -3.410, -3.569)
C (1.938, -4.758, -3.632)
C (-1.384, -3.057, -0.964)
N (-1.771, -1.783, -1.103)
C (-3.144, -1.797, -1.272)
C (-3.575, -3.076, -1.218)
N (-2.458, -3.857, -1.031)
C (-2.499, -5.331, -0.996)
H (1.935, -3.950, 2.982)
H (1.048, -4.697, 1.651)
H (2.823, -4.599, 1.587)
H (3.093, -1.653, 2.572)
H (2.474, 0.370, 0.837)
H (0.493, -0.490, -4.679)
H (1.710, -2.764, -5.591)
H (1.871, -5.122, -4.653)
H (2.980, -4.718, -3.329)
H (1.391, -5.431, -2.980)
H (-3.732, -0.908, -1.413)
H (-4.567, -3.494, -1.290)
H (-2.640, -5.716, -2.003)
H (-1.576, -5.715, -0.580)
H (-3.326, -5.639, -0.365)
C (-2.063, 1.930, 2.333)
C (-3.379, 1.204, 2.093)
C (-3.182, -0.208, 1.522)
Sb (-1.568, -1.355, 2.440)
C (-2.527, -3.231, 2.726)
C (-1.748, -4.386, 2.755)
C (-2.317, -5.618, 3.063)
C (-3.677, -5.705, 3.328)
C (-4.462, -4.558, 3.306)
C (-3.890, -3.325, 3.013)
C (-1.675, -0.703, 4.458)
C (-0.476, -0.656, 5.171)
C (-0.468, -0.308, 6.519)
C (-1.659, 0.000, 7.160)
C (-2.859, -0.051, 6.460)
C (-2.870, -0.402, 5.117)
Sb (-0.612, 1.996, 0.729)
C (1.114, 2.146, 1.939)
C (2.154, 2.989, 1.546)
C (3.267, 3.142, 2.363)
C (3.338, 2.464, 3.575)
C (2.298, 1.631, 3.970)
C (1.187, 1.466, 3.150)
C (-0.802, 4.074, 0.304)
C (-0.595, 4.929, 1.388)
C (-0.759, 6.297, 1.219)
C (-1.128, 6.814, -0.017)
C (-1.334, 5.963, -1.092)
C (-1.170, 4.591, -0.933)
H (-1.540, 1.487, 3.182)
H (-2.192, 2.993, 2.526)
H (-4.015, 1.794, 1.427)
H (-3.902, 1.156, 3.049)
H (-2.875, -0.106, 0.477)
H (-4.093, -0.804, 1.517)
H (-0.680, -4.329, 2.571)
H (-1.697, -6.505, 3.115)
H (-4.123, -6.662, 3.566)
H (-5.518, -4.621, 3.537)
H (-4.520, -2.444, 3.036)
H (0.462, -0.902, 4.684)
H (0.466, -0.282, 7.068)
H (-1.655, 0.272, 8.208)
H (-3.790, 0.175, 6.966)
H (-3.822, -0.457, 4.601)
H (2.100, 3.550, 0.620)
H (4.069, 3.806, 2.063)
H (4.196, 2.603, 4.222)
H (2.343, 1.118, 4.923)
H (0.387, 0.812, 3.476)
H (-0.297, 4.550, 2.358)
H (-0.594, 6.961, 2.059)
H (-1.254, 7.883, -0.139)
H (-1.624, 6.362, -2.057)
H (-1.328, 3.940, -1.782)
C (5.172, 2.236, -1.528)
Ge (4.845, 0.743, -2.722)
C (5.963, 0.740, -4.291)
C (4.881, -0.955, -1.771)
C (2.962, 0.848, -3.365)
Se (1.766, 1.334, -1.908)
C (1.591, 3.212, -2.339)
H (6.095, 2.055, -0.974)
H (4.363, 2.356, -0.803)
H (5.297, 3.165, -2.088)
H (7.001, 0.576, -3.998)
H (5.901, 1.698, -4.811)
H (5.668, -0.055, -4.978)
H (5.705, -0.980, -1.055)
H (5.023, -1.775, -2.478)
H (3.947, -1.112, -1.223)
H (2.672, -0.128, -3.742)
H (2.791, 1.591, -4.144)
H (2.616, 3.572, -2.393)
H (1.059, 3.713, -1.542)
H (1.071, 3.331, -3.284)
C (-1.679, 0.642, -2.762)
C (-1.650, 1.927, -3.548)
C (-2.637, 2.882, -3.327)
C (-2.728, 4.014, -4.128)
C (-1.826, 4.207, -5.164)
C (-0.833, 3.258, -5.394)
C (-0.752, 2.130, -4.595)
H (-1.752, -0.218, -3.433)
H (-2.577, 0.628, -2.126)
H (-3.365, 2.732, -2.535)
H (-3.514, 4.737, -3.948)
H (-1.904, 5.077, -5.803)
H (-0.133, 3.394, -6.209)
H (0.020, 1.399, -4.800)

Cartesian forces (eV/Å) of the 3 atoms listed first:
-0.33 -0.50 -0.32
0.07 0.20 -0.16
0.08 -0.18 0.26

Calculated values
charge: +3
spin multiplicity: 1
Kohn-Sham gap: 5.70 eV
ΔE to the lowest compared entry with this formula, charge and spin: 0.132 eV

***

[2]
The following is a quantum chemistry calculation of C51H65AsBN8ORuSe as an isolated structure, from OMol25.

Geometry (Å):
Ru (0.427, 0.813, 0.359)
C (-2.936, -3.577, -0.121)
C (-2.153, -2.356, 0.348)
C (-2.953, -1.572, 1.396)
C (-1.826, -1.443, -0.802)
C (-2.330, -1.526, -2.099)
C (-2.029, -0.337, -2.727)
C (-2.356, -0.051, -4.170)
C (-1.595, 1.108, -4.792)
C (-3.864, 0.101, -4.393)
N (-1.386, 0.456, -1.829)
N (-1.189, -0.279, -0.672)
B (-1.581, 1.998, -1.561)
N (-2.140, 2.127, -0.075)
N (-1.273, 1.766, 0.922)
C (-1.816, 2.085, 2.114)
C (-3.047, 2.665, 1.878)
C (-3.243, 2.651, 0.497)
C (-4.560, 3.035, -0.141)
C (-4.697, 2.921, -1.653)
C (-5.658, 2.174, 0.508)
C (-1.153, 1.755, 3.425)
C (-2.171, 1.183, 4.413)
C (0.006, 0.785, 3.248)
N (-0.267, 2.844, -1.565)
N (0.716, 2.544, -0.650)
C (1.578, 3.583, -0.589)
C (1.152, 4.537, -1.487)
C (-0.022, 4.075, -2.061)
C (-0.895, 4.999, -2.878)
C (-1.879, 5.691, -1.923)
C (-1.597, 4.466, -4.118)
C (2.723, 3.795, 0.367)
C (4.076, 3.407, -0.237)
C (2.513, 3.163, 1.732)
H (-3.174, -4.213, 0.732)
H (-2.368, -4.172, -0.837)
H (-3.879, -3.285, -0.587)
H (-1.233, -2.683, 0.819)
H (-3.924, -1.273, 0.995)
H (-2.427, -0.665, 1.703)
H (-3.128, -2.191, 2.278)
H (-2.854, -2.357, -2.540)
H (-2.049, -0.966, -4.685)
H (-2.071, 2.050, -4.549)
H (-1.598, 1.011, -5.878)
H (-0.555, 1.149, -4.460)
H (-4.226, 1.030, -3.949)
H (-4.426, -0.727, -3.962)
H (-4.078, 0.138, -5.461)
H (-2.315, 2.464, -2.353)
H (-3.744, 3.028, 2.613)
H (-4.739, 4.075, 0.150)
H (-4.516, 1.896, -1.980)
H (-4.036, 3.585, -2.204)
H (-5.720, 3.180, -1.924)
H (-5.504, 1.121, 0.261)
H (-6.632, 2.474, 0.124)
H (-5.678, 2.270, 1.592)
H (-0.763, 2.690, 3.841)
H (-2.622, 0.271, 4.018)
H (-2.970, 1.895, 4.617)
H (-1.686, 0.949, 5.361)
H (-0.320, -0.140, 2.759)
H (0.440, 0.500, 4.208)
H (0.828, 1.255, 2.691)
H (1.611, 5.496, -1.662)
H (-0.192, 5.762, -3.219)
H (-2.545, 4.964, -1.455)
H (-2.488, 6.409, -2.473)
H (-1.354, 6.225, -1.132)
H (-2.508, 3.928, -3.867)
H (-0.953, 3.818, -4.710)
H (-1.883, 5.312, -4.744)
H (2.733, 4.877, 0.511)
H (4.214, 2.323, -0.239)
H (4.884, 3.844, 0.351)
H (4.174, 3.762, -1.262)
H (2.527, 2.075, 1.655)
H (1.571, 3.480, 2.184)
H (3.323, 3.439, 2.407)
Se (2.872, 0.237, -2.074)
N (2.343, 0.229, -0.305)
C (3.440, 0.126, 0.449)
C (3.487, 0.099, 1.853)
C (4.750, 0.092, 2.543)
C (5.904, 0.062, 1.846)
C (5.889, 0.035, 0.397)
C (4.676, 0.053, -0.297)
N (4.603, 0.049, -1.628)
H (2.565, 0.071, 2.418)
H (4.757, 0.096, 3.624)
H (6.855, 0.048, 2.359)
H (6.811, 0.044, -0.167)
O (0.724, -1.401, 0.944)
As (1.442, -2.912, 0.961)
C (3.354, -2.994, 0.744)
C (3.904, -2.974, -0.539)
C (5.269, -3.124, -0.706)
C (6.088, -3.320, 0.401)
C (5.540, -3.359, 1.677)
C (4.176, -3.188, 1.852)
C (0.764, -3.936, -0.499)
C (0.425, -5.276, -0.347)
C (0.032, -6.010, -1.458)
C (-0.018, -5.409, -2.708)
C (0.315, -4.068, -2.855)
C (0.707, -3.327, -1.751)
C (1.040, -3.758, 2.616)
C (1.615, -4.978, 2.966)
C (1.297, -5.555, 4.185)
C (0.417, -4.914, 5.049)
C (-0.156, -3.700, 4.697)
C (0.154, -3.117, 3.475)
H (3.270, -2.866, -1.411)
H (5.694, -3.103, -1.700)
H (7.152, -3.458, 0.266)
H (6.175, -3.535, 2.535)
H (3.757, -3.220, 2.851)
H (0.449, -5.748, 0.627)
H (-0.234, -7.052, -1.347)
H (-0.322, -5.987, -3.571)
H (0.270, -3.601, -3.830)
H (0.950, -2.275, -1.861)
H (2.311, -5.476, 2.301)
H (1.736, -6.503, 4.464)
H (0.177, -5.366, 6.002)
H (-0.847, -3.211, 5.371)
H (-0.296, -2.179, 3.179)

Cartesian forces (eV/Å) of the 3 atoms listed first:
-0.08 -0.66 -0.25
0.04 -0.03 0.07
-0.03 0.04 -0.05

Calculated values
charge: +2
spin multiplicity: 6
Kohn-Sham gap (spin up / spin down): 6.71 / 5.38 eV
ΔE to the lowest compared entry with this formula, charge and spin: 1.305 eV

***

[3]
The following is a quantum chemistry calculation of C51H80Cl3CsF3LiN5O15P as an isolated structure, from OMol25.

Geometry (Å):
C (3.078, 1.698, 6.629)
C (2.558, 0.364, 6.127)
O (3.519, -0.165, 5.258)
C (3.400, -1.568, 5.072)
C (3.161, -1.934, 3.629)
O (1.747, -1.919, 3.341)
C (1.437, -2.021, 2.015)
C (-0.071, -2.447, 1.877)
N (-0.983, -1.909, 2.913)
C (-1.278, -0.467, 2.778)
C (2.171, -3.130, 1.199)
C (2.666, -2.538, -0.068)
N (2.359, -1.298, -0.094)
C (1.684, -0.768, 1.072)
O (2.538, 0.253, 1.442)
C (2.032, 1.060, 2.520)
C (1.688, 2.474, 2.058)
C (3.026, 3.217, 1.971)
C (0.847, 3.088, 3.200)
C (0.024, 4.313, 2.819)
C (-0.934, 4.569, 3.982)
C (0.907, 5.570, 2.718)
H (3.028, 2.461, 5.869)
H (2.493, 2.022, 7.480)
H (4.105, 1.553, 6.937)
H (1.588, 0.544, 5.644)
H (2.413, -0.261, 7.006)
H (4.330, -2.050, 5.356)
H (2.550, -1.893, 5.663)
H (3.610, -2.909, 3.469)
H (3.718, -1.212, 3.038)
H (-0.416, -2.115, 0.869)
H (-0.208, -3.516, 1.878)
H (-0.704, -2.152, 3.850)
H (-0.818, 0.093, 3.613)
H (-2.424, -0.352, 2.919)
H (-1.052, -0.040, 1.722)
H (2.969, -3.676, 1.693)
H (1.526, -3.933, 0.847)
H (3.163, -3.086, -0.844)
H (2.593, -0.728, -0.899)
H (0.809, -0.254, 0.609)
H (2.833, 1.147, 3.242)
H (1.206, 0.602, 3.051)
H (1.144, 2.490, 1.115)
H (3.753, 2.624, 1.422)
H (3.430, 3.339, 2.966)
H (2.949, 4.187, 1.502)
H (0.122, 2.316, 3.469)
H (1.470, 3.246, 4.066)
H (-0.569, 4.160, 1.927)
H (-1.628, 5.368, 3.748)
H (-1.475, 3.673, 4.264)
H (-0.385, 4.877, 4.866)
H (1.332, 5.631, 1.723)
H (1.741, 5.493, 3.400)
H (0.311, 6.443, 2.934)
C (0.995, 6.779, -1.285)
C (-0.197, 6.612, -2.220)
C (-1.543, 6.740, -1.495)
C (-1.752, 5.667, -0.528)
N (-1.911, 4.830, 0.240)
H (1.024, 5.992, -0.528)
H (1.925, 6.729, -1.850)
H (0.964, 7.743, -0.773)
H (-0.135, 5.650, -2.719)
H (-0.149, 7.375, -2.993)
H (-2.351, 6.713, -2.229)
H (-1.609, 7.706, -0.990)
C (0.122, 8.365, -7.876)
C (-1.078, 7.426, -7.839)
C (-1.544, 7.102, -6.416)
C (-0.538, 6.352, -5.665)
N (0.254, 5.769, -5.073)
H (0.997, 7.912, -7.406)
H (0.385, 8.601, -8.906)
H (-0.096, 9.302, -7.360)
H (-0.830, 6.505, -8.366)
H (-1.909, 7.889, -8.375)
H (-2.459, 6.510, -6.455)
H (-1.785, 8.022, -5.879)
C (-2.765, -1.703, -1.409)
C (-2.141, -1.297, -2.607)
C (-1.959, -2.198, -3.622)
C (-2.381, -3.550, -3.487)
C (-2.995, -3.947, -2.246)
C (-3.182, -3.024, -1.241)
C (-3.414, -5.323, -2.013)
O (-3.954, -5.672, -0.950)
C (-3.151, -6.269, -3.096)
C (-3.472, -7.617, -2.914)
C (-3.233, -8.532, -3.914)
C (-2.673, -8.114, -5.129)
C (-2.351, -6.789, -5.328)
C (-2.575, -5.842, -4.314)
C (-2.190, -4.462, -4.535)
O (-1.657, -4.109, -5.671)
H (-2.915, -0.985, -0.614)
H (-1.808, -0.271, -2.729)
H (-1.490, -1.866, -4.540)
H (-3.658, -3.332, -0.316)
H (-3.901, -7.939, -1.975)
H (-3.473, -9.576, -3.757)
H (-2.485, -8.835, -5.914)
H (-1.914, -6.473, -6.264)
O (6.755, -1.471, 6.069)
P (7.343, -0.528, 5.023)
O (7.322, 0.915, 5.512)
O (6.504, -0.634, 3.749)
O (8.793, -0.914, 4.766)
C (1.570, 5.072, -10.399)
Cl (0.489, 6.186, -11.239)
Cl (3.129, 5.831, -10.085)
Cl (0.837, 4.507, -8.896)
H (1.733, 4.215, -11.038)
C (-2.513, -6.111, 1.761)
C (-3.102, -5.692, 3.088)
O (-3.444, -6.838, 3.892)
C (-2.450, -7.375, 4.583)
O (-1.313, -7.002, 4.604)
C (-2.978, -8.553, 5.418)
F (-3.804, -9.331, 4.701)
F (-3.659, -8.093, 6.484)
F (-1.971, -9.309, 5.860)
H (-3.186, -6.781, 1.232)
H (-2.330, -5.240, 1.132)
H (-1.568, -6.641, 1.899)
H (-4.032, -5.149, 2.932)
H (-2.429, -5.036, 3.642)
C (2.246, -9.447, -1.673)
C (1.087, -8.553, -2.103)
C (0.161, -8.136, -0.947)
O (-0.722, -9.139, -0.494)
C (-0.159, -10.088, 0.392)
N (0.348, -9.212, -3.181)
H (1.932, -10.477, -1.511)
H (3.009, -9.467, -2.451)
H (2.712, -9.081, -0.755)
H (1.520, -7.632, -2.509)
H (-0.484, -7.329, -1.309)
H (0.739, -7.729, -0.102)
H (0.591, -9.635, 1.047)
H (0.284, -10.925, -0.154)
H (-0.966, -10.484, 1.008)
H (-0.351, -8.562, -3.535)
H (-0.202, -9.956, -2.761)
Li (-0.043, -2.980, -5.938)
C (0.101, 13.144, 0.998)
O (-1.162, 12.765, 1.552)
C (-1.799, 11.816, 0.873)
O (-1.405, 11.276, -0.130)
O (-2.951, 11.560, 1.495)
C (-3.738, 10.553, 0.861)
H (0.505, 13.916, 1.644)
H (0.783, 12.296, 0.982)
H (-0.025, 13.545, -0.006)
H (-3.198, 9.608, 0.834)
H (-4.016, 10.859, -0.147)
H (-4.640, 10.430, 1.452)
Cs (-1.980, -0.066, 0.570)

Cartesian forces (eV/Å) of the 3 atoms listed first:
-0.04 -0.42 0.09
0.16 1.09 0.49
-0.17 -0.42 -0.40

Calculated values
spin multiplicity: 1
Kohn-Sham gap: 2.47 eV

***

Number 1: molecular weight 1233.0 g/mol. Number 2: molecular weight 1071.9 g/mol. Number 3: molecular weight 1337.4 g/mol.